This record from the Open Molecules 2025 dataset describes a 2-piece molecular cluster, C3H4S overall. The level of theory is ωB97M-V/def2-TZVPD.

Structure (ORCA input):
```
! RIJCOSX wB97M-V def2-TZVPD def2/J DEFGRID3
* xyz 0 1
C -0.0394 -1.0956 -0.9874
C 0.6460 -2.0246 -0.6360
C -0.8893 1.2101 0.3582
S 0.0722 1.8073 1.5185
H -0.5574 -0.2689 -1.2625
H 1.1603 2.0643 0.6652
H 1.4106 -2.7110 -0.4750
H -1.8030 1.0184 0.8190
*
```

Kohn-Sham gap, eV: 8.7393
LUMO, eV: -0.153
Energy relative to the best compared isomer or geometry (same formula, charge and spin), kcal per mole: 96.14
HOMO energy, eV: -8.892
Energy, eV: -14005.4100

Let us look at the Löwdin charges, expressed in e, one per atom: -0.0286 0.0177 -0.4878 0.7366 -0.0599 -0.0859 -0.0037 -0.0885


This record from the Open Molecules 2025 dataset describes a 3-piece molecular cluster, C39H32FO4S overall. The level of theory is ωB97M-V/def2-TZVPD.

Structure (ORCA input):
```
! RIJCOSX wB97M-V def2-TZVPD def2/J DEFGRID3
* xyz 1 1
C -2.0072 4.4163 -1.3798
C -2.2914 3.0473 -0.4624
C -1.3249 2.8843 0.8668
C -1.5321 1.5326 1.7722
C -2.6999 0.4341 1.2962
C -2.7841 -0.9270 2.2647
S -1.0684 -1.7465 2.0716
C -1.0820 -3.3489 3.0408
C 0.0432 -4.4483 2.5762
C 0.2945 -4.5392 0.9584
F -0.4883 -5.7989 2.9892
C -3.6737 0.6258 -0.0101
C -3.4621 1.9836 -0.9134
H -1.3719 4.0307 -2.3079
H -1.3213 5.1820 -0.7957
H -3.0088 4.8741 -1.7758
H -0.5006 3.6533 1.1818
H -0.8744 1.3233 2.7462
H -3.0328 -0.6659 3.3855
H -3.6199 -1.6548 1.8608
H -0.9729 -1.9615 0.6729
H -2.1559 -3.8168 2.9714
H -0.8156 -3.0610 4.1679
H 1.0596 -4.2905 3.1343
H 0.5381 -5.6767 0.7111
H -0.6438 -4.2604 0.3029
H 1.2402 -3.9302 0.5807
H -4.5079 -0.1700 -0.3185
H -4.1320 2.1226 -1.8642
C 3.9675 0.4446 1.7884
C 2.8148 -0.2813 2.0875
C 2.4330 -0.4690 3.4169
C 3.2133 0.0608 4.4518
C 4.3789 0.7655 4.1535
C 4.7509 0.9679 2.8181
C 5.2359 1.2861 5.2382
O 6.2580 1.9083 4.9770
C 4.8480 1.0387 6.6412
C 5.6811 1.4763 7.6791
C 5.3152 1.2582 9.0090
C 4.1152 0.6125 9.3059
C 3.2861 0.1705 8.2739
C 3.6584 0.3756 6.9387
C 2.7921 -0.1273 5.8543
O 1.7395 -0.6990 6.1143
H 4.2601 0.5988 0.7521
H 2.2112 -0.7000 1.2853
H 1.5291 -1.0323 3.6426
H 5.6523 1.5288 2.5772
H 6.6182 1.9840 7.4560
H 5.9661 1.5942 9.8133
H 3.8265 0.4489 10.3418
H 2.3531 -0.3371 8.5132
C -2.1830 -0.0371 -10.5442
C -3.3357 -0.7630 -10.2451
C -3.7175 -0.9507 -8.9157
C -2.9372 -0.4209 -7.8808
C -1.7717 0.2838 -8.1791
C -1.3996 0.4862 -9.5145
C -0.9147 0.8044 -7.0944
O 0.1075 1.4266 -7.3556
C -1.3025 0.5570 -5.6914
C -0.4694 0.9946 -4.6535
C -0.8353 0.7765 -3.3235
C -2.0353 0.1308 -3.0267
C -2.8644 -0.3112 -4.0587
C -2.4921 -0.1061 -5.3939
C -3.3584 -0.6090 -6.4783
O -4.4110 -1.1807 -6.2183
H -1.8904 0.1171 -11.5805
H -3.9393 -1.1817 -11.0473
H -4.6214 -1.5140 -8.6900
H -0.4983 1.0471 -9.7554
H 0.4677 1.5023 -4.8766
H -0.1844 1.1125 -2.5193
H -2.3241 -0.0328 -1.9908
H -3.7974 -0.8188 -3.8194
*
```

Kohn-Sham gap, eV: 7.8885
LUMO, eV: -3.413
HOMO energy, eV: -11.301
Energy, eV: -62688.4895

Let us look at the Löwdin charges, expressed in e, one per atom: -0.1010 -0.1465 -0.0071 -0.0276 -0.2242 -0.3378 0.9924 -0.3189 -0.2879 -0.0864 -0.1027 -0.0305 -0.0195 0.0880 0.0898 0.0895 0.1032 0.1032 0.1291 0.1136 0.0504 0.1277 0.1404 0.1615 0.1154 0.0840 0.1033 0.1178 0.1156 -0.0513 -0.0721 -0.0181 -0.0842 -0.0761 0.0185 -0.2740 0.1106 -0.0857 0.0147 -0.0450 -0.0487 0.0081 -0.0899 -0.2800 0.0801 0.1119 0.0926 0.0847 0.1276 0.1255 0.1134 0.1122 0.1216 -0.0495 -0.0498 0.0092 -0.0887 -0.0870 0.0106 -0.2769 0.1030 -0.0801 0.0099 -0.0645 -0.0902 0.0067 -0.0809 -0.2775 0.0980 0.1117 0.1114 0.1232 0.1237 0.1235 0.1045 0.0586 0.1201


This record from the Open Molecules 2025 dataset describes a 3-piece molecular cluster, C9H21N3O3 overall. The level of theory is ωB97M-V/def2-TZVPD.

Structure (ORCA input):
```
! RIJCOSX wB97M-V def2-TZVPD def2/J DEFGRID3
* xyz 0 1
C 26.0736 -8.9211 10.9517
N 25.2655 -10.0711 10.6702
C 23.9104 -10.1498 11.2274
C 25.7436 -11.1262 9.9736
O 25.0969 -12.1171 9.7050
H 26.9702 -8.9459 10.3346
H 26.3955 -8.8994 12.0006
H 25.5307 -7.9945 10.7614
H 23.7293 -11.0957 11.7195
H 23.8260 -9.3418 11.9621
H 23.1840 -9.8765 10.4609
H 26.7990 -11.0147 9.6733
C 25.6344 -17.1027 12.3274
N 26.3456 -15.8776 12.5369
C 26.5176 -15.0090 11.3893
C 26.6865 -15.4691 13.7836
O 26.9676 -14.3210 14.0685
H 25.5530 -17.6709 13.2508
H 26.1394 -17.7443 11.5947
H 24.6297 -16.9001 11.9404
H 25.6399 -14.3705 11.2292
H 27.3015 -14.2729 11.5601
H 26.7231 -15.6558 10.5412
H 26.7644 -16.2870 14.5171
C 30.8118 -15.5264 18.2282
N 30.0324 -16.5833 17.6153
C 30.6490 -17.8977 17.5501
C 28.9153 -16.3069 16.9119
O 28.3077 -17.1011 16.2226
H 30.2175 -14.6525 18.4827
H 31.6584 -15.2598 17.5892
H 31.2219 -15.8752 19.1816
H 30.9548 -18.1910 18.5510
H 29.9115 -18.5859 17.1425
H 31.4898 -17.9087 16.8503
H 28.5862 -15.2596 17.0007
*
```

Kohn-Sham gap, eV: 9.5804
SMILES: CN(C)C=O.CN(C)C=O.CN(C)C=O
LUMO, eV: 0.874
Energy relative to the best compared isomer or geometry (same formula, charge and spin), kcal per mole: 30.27
HOMO energy, eV: -8.706
Energy, eV: -20286.2240

Let us look at the Löwdin charges, expressed in e, one per atom: -0.0761 -0.2007 -0.0309 -0.3503 0.0079 0.0823 0.0923 0.0878 0.0888 0.0835 0.0927 0.1333 -0.0754 -0.2077 -0.0439 -0.3428 0.0020 0.0860 0.0865 0.0914 0.0837 0.0855 0.0874 0.1142 -0.0646 -0.2016 -0.0420 -0.3347 0.0020 0.0853 0.0904 0.0850 0.0864 0.0827 0.0937 0.1398


This record from the Open Molecules 2025 dataset describes C17H30As3Cl2SZr as an isolated structure. The level of theory is ωB97M-V/def2-TZVPD.

Structure (ORCA input):
```
! RIJCOSX wB97M-V def2-TZVPD def2/J DEFGRID3
* xyz 3 1
Zr -0.6086 -0.8583 0.5405
Cl -1.0798 -3.2274 -0.3246
C 0.1141 -2.5741 -1.4740
C -0.1249 -2.8145 -2.8117
C 0.7761 -2.3016 -3.7351
C 1.8548 -1.5244 -3.3247
C 2.0527 -1.2459 -1.9829
Cl 3.4191 -0.3342 -1.5130
C 1.1837 -1.7750 -0.9940
S 1.5861 -1.4837 0.7326
H -0.9764 -3.4043 -3.1240
H 0.6350 -2.5092 -4.7880
H 2.5589 -1.1403 -4.0511
C 1.3364 0.1657 3.9487
As -0.4058 0.0237 3.1335
C -1.4494 -1.1157 4.3076
C -1.2231 1.8073 3.2366
C -2.2228 2.2250 2.1439
C -3.1113 1.0559 1.7260
C -1.5430 2.8622 0.9260
As -0.4789 1.7556 -0.3063
C 1.2878 2.5351 -0.2875
C -1.2047 2.1277 -2.0616
C -3.1865 3.2785 2.7542
As -2.7077 5.1434 3.3559
C -2.4920 6.0240 1.6156
C -0.8015 5.0320 3.8257
H 1.2061 0.5535 4.9590
H 1.9686 0.8413 3.3758
H 1.7925 -0.8219 3.9983
H -1.5606 -0.5964 5.2599
H -0.9132 -2.0500 4.4671
H -2.4362 -1.3209 3.8961
H -0.4022 2.5192 3.3155
H -1.7249 1.7895 4.2072
H -2.5318 0.2063 1.2601
H -3.8393 1.3405 0.9654
H -3.6447 0.6107 2.5665
H -0.8678 3.6568 1.2433
H -2.3019 3.3216 0.2886
H 1.1880 3.6017 -0.4887
H 1.9021 2.0737 -1.0562
H 1.7487 2.3856 0.6874
H -1.1644 3.2064 -2.2142
H -2.2384 1.7920 -2.1252
H -0.6046 1.6330 -2.8232
H -3.6633 2.8257 3.6272
H -3.9940 3.4647 2.0392
H -3.3885 5.8781 1.0130
H -1.6090 5.7152 1.0563
H -2.4058 7.0921 1.8122
H -0.6518 4.4245 4.7176
H -0.5053 6.0499 4.0806
H -0.1461 4.6976 3.0184
*
```

Kohn-Sham gap, eV: 4.1780
LUMO, eV: -11.591
Energy relative to the best compared isomer or geometry (same formula, charge and spin), kcal per mole: 0.00
HOMO energy, eV: -15.769
Energy, eV: -237763.8105

Let us look at the Löwdin charges, expressed in e, one per atom: 0.9428 0.7858 -0.6208 -0.0517 0.0238 -0.0316 -0.6643 0.8126 -0.7092 0.6701 0.1380 0.1474 0.1391 -0.2451 1.0635 -0.2301 -0.2877 -0.6710 -0.0671 -0.2987 1.0909 -0.2423 -0.2394 -0.3621 1.1885 -0.3342 -0.3433 0.0646 0.0428 0.0486 0.0637 0.0525 0.0381 0.0654 0.1035 -0.0166 0.1161 0.1114 0.0589 0.0983 0.0628 0.0107 0.0403 0.0631 0.0459 0.0413 0.0721 0.0788 0.0288 0.0075 0.0335 0.0219 0.0366 0.0054


This record from the Open Molecules 2025 dataset describes an isolated ion of composition C4H8NS and charge +1. The level of theory is ωB97M-V/def2-TZVPD.

Structure (ORCA input):
```
! RIJCOSX wB97M-V def2-TZVPD def2/J DEFGRID3
* xyz 1 3
C -1.9900 0.8403 0.4024
C -0.9595 0.0258 0.5199
C 1.2286 0.4583 0.9694
C 0.5002 -0.6086 -1.2646
N 0.3008 0.4596 -0.2062
S 2.1528 -0.8740 1.0104
H -2.8497 0.5614 0.9619
H -2.0507 1.7307 -0.3060
H -0.6419 -0.9263 1.0414
H 0.3761 -1.5537 -0.9401
H -0.2448 -0.3632 -1.9078
H 1.4015 -0.3961 -1.7427
H 0.0968 1.2778 -0.7409
H 2.6798 -0.6319 2.2031
*
```

Kohn-Sham gap (spin up / spin down), eV: 9.2098 / 8.7350
LUMO (spin up / spin down), eV: -3.030 / -6.463
Energy relative to the best compared isomer or geometry (same formula, charge and spin), kcal per mole: 58.45
HOMO energy (spin up / spin down), eV: -12.240 / -15.198
Expectation value of S²: 2.009
Energy, eV: -16589.8466

Let us look at the Löwdin charges, expressed in e, one per atom: 0.0904 -0.1415 -0.3424 -0.0058 -0.1934 0.9118 0.0728 0.1227 0.1463 0.0632 0.0877 0.0981 0.1569 -0.0669